{
  "formula": "C62H60Br2F3N7O16S4",
  "method": "ωB97M-V with the def2-TZVPD basis set",
  "symbols": ["C", "C", "C", "C", "N", "C", "C", "C", "C", "C", "C", "S", "C", "C", "C", "N", "C", "C", "C", "C", "O", "C", "C", "Br", "C", "Br", "C", "C", "O", "C", "C", "O", "C", "S", "O", "O", "C", "F", "F", "F", "C", "C", "O", "C", "S", "S", "C", "C", "C", "H", "H", "H", "H", "H", "H", "H", "H", "H", "H", "H", "H", "H", "H", "H", "H", "H", "H", "H", "H", "H", "H", "H", "H", "H", "H", "H", "H", "H", "H", "H", "H", "H", "H", "H", "C", "C", "C", "C", "C", "C", "N", "O", "O", "H", "H", "H", "H", "H", "C", "C", "C", "C", "C", "C", "N", "O", "O", "H", "H", "H", "H", "H", "C", "C", "C", "C", "C", "C", "N", "O", "O", "H", "H", "H", "H", "H", "C", "C", "C", "C", "C", "C", "N", "O", "O", "H", "H", "H", "H", "H", "C", "C", "C", "C", "C", "C", "N", "O", "O", "H", "H", "H", "H", "H"],
  "positions_angstrom": [[-2.67, 0.18, -3.97], [-1.94, -0.17, -2.65], [-1.03, -1.41, -2.72], [-0.06, -1.40, -1.51], [1.37, -1.59, -1.84], [2.11, -1.24, -0.58], [3.63, -1.19, -0.76], [4.28, -1.14, 0.68], [4.76, 0.30, 1.06], [4.52, 0.56, 2.54], [3.27, 1.02, 3.02], [1.87, 1.34, 1.95], [3.07, 1.26, 4.37], [1.71, 1.72, 4.90], [0.71, 0.55, 4.97], [-0.53, 0.76, 4.82], [4.08, 1.07, 5.30], [5.29, 0.64, 4.83], [5.52, 0.39, 3.49], [6.90, -0.06, 3.07], [7.11, -0.90, 2.23], [8.03, 0.65, 3.86], [9.18, 1.03, 3.21], [9.46, 0.72, 1.35], [10.15, 1.70, 3.97], [11.74, 2.23, 3.05], [9.95, 1.97, 5.31], [11.06, 2.68, 6.06], [11.46, 1.81, 7.14], [12.57, 2.24, 7.82], [13.13, 3.66, 7.68], [13.11, 1.49, 8.60], [8.75, 1.60, 5.95], [8.39, 1.97, 7.67], [7.00, 1.94, 7.98], [9.08, 1.04, 8.50], [8.89, 3.73, 8.11], [8.01, 4.15, 9.01], [10.08, 3.81, 8.69], [8.77, 4.56, 7.07], [7.81, 0.91, 5.20], [6.49, 0.38, 5.74], [6.35, -0.26, 6.75], [1.83, -0.67, -2.83], [2.45, -1.27, -4.21], [1.75, 1.13, -2.63], [0.69, 1.69, -4.01], [1.01, 3.20, -4.24], [0.61, 4.00, -2.99], [-3.01, 1.22, -3.89], [-3.57, -0.43, -4.08], [-2.00, 0.14, -4.83], [-1.40, 0.71, -2.28], [-2.71, -0.37, -1.89], [-0.53, -1.54, -3.69], [-1.68, -2.28, -2.59], [-0.33, -2.26, -0.87], [-0.26, -0.50, -0.91], [1.78, -0.23, -0.27], [1.81, -2.01, 0.15], [3.99, -0.32, -1.32], [3.98, -2.14, -1.19], [5.10, -1.86, 0.74], [3.50, -1.41, 1.41], [4.21, 1.04, 0.46], [5.81, 0.43, 0.81], [2.45, 2.00, 0.92], [1.89, 2.12, 5.91], [1.36, 2.54, 4.27], [1.11, -0.44, 5.20], [-0.65, 1.76, 4.64], [3.94, 1.23, 6.37], [11.95, 2.79, 5.43], [10.79, 3.68, 6.40], [12.43, 4.43, 8.02], [13.36, 3.90, 6.62], [14.07, 3.77, 8.22], [-0.36, 1.64, -3.70], [0.80, 1.09, -4.92], [2.09, 3.24, -4.43], [0.42, 3.48, -5.12], [0.69, 5.08, -3.19], [-0.41, 3.71, -2.71], [1.26, 3.80, -2.12], [3.36, 3.76, -10.09], [3.49, 2.38, -10.06], [2.62, 1.62, -9.30], [1.62, 2.25, -8.58], [1.49, 3.63, -8.60], [2.36, 4.38, -9.36], [0.68, 1.45, -7.79], [0.83, 0.25, -7.78], [-0.21, 2.03, -7.20], [4.04, 4.35, -10.69], [4.27, 1.89, -10.63], [2.72, 0.54, -9.28], [0.71, 4.12, -8.03], [2.27, 5.46, -9.38], [-6.16, -5.32, -5.53], [-5.09, -5.02, -4.69], [-4.19, -4.03, -5.05], [-4.38, -3.35, -6.24], [-5.43, -3.64, -7.08], [-6.33, -4.63, -6.72], [-3.44, -2.28, -6.61], [-2.52, -2.07, -5.85], [-3.64, -1.67, -7.64], [-6.87, -6.09, -5.24], [-4.96, -5.56, -3.76], [-3.36, -3.80, -4.40], [-5.57, -3.10, -8.01], [-7.16, -4.87, -7.37], [-8.79, -0.80, -0.86], [-8.22, -1.87, -1.55], [-6.87, -2.14, -1.42], [-6.10, -1.33, -0.60], [-6.65, -0.27, 0.09], [-8.00, 0.00, -0.04], [-4.67, -1.63, -0.44], [-4.22, -2.57, -1.07], [-4.02, -0.94, 0.32], [-9.85, -0.60, -0.96], [-8.83, -2.49, -2.19], [-6.43, -2.96, -1.96], [-6.04, 0.35, 0.73], [-8.44, 0.83, 0.49], [-14.34, 1.86, 0.85], [-14.26, 0.50, 1.12], [-13.09, -0.03, 1.64], [-12.02, 0.81, 1.89], [-12.09, 2.17, 1.62], [-13.26, 2.69, 1.10], [-10.79, 0.26, 2.47], [-10.75, -0.94, 2.68], [-9.88, 1.03, 2.71], [-15.26, 2.27, 0.44], [-15.10, -0.14, 0.92], [-13.03, -1.09, 1.85], [-11.25, 2.82, 1.82], [-13.33, 3.75, 0.88], [-3.29, -3.80, 3.80], [-3.29, -5.11, 4.25], [-3.47, -6.15, 3.35], [-3.63, -5.86, 2.00], [-3.63, -4.56, 1.54], [-3.46, -3.52, 2.45], [-3.79, -6.96, 1.05], [-3.81, -8.10, 1.48], [-3.90, -6.68, -0.13], [-3.14, -2.99, 4.50], [-3.16, -5.33, 5.30], [-3.47, -7.17, 3.70], [-3.76, -4.34, 0.49], [-3.45, -2.50, 2.10]],
  "multiplicity": 1,
  "gap_ev": 6.91
}